ORCA calculation (ωB97M-V/def2-TZVPD) on a structure of composition C14H10BrN2O4S2 at a distorted geometry.

Last column: Löwdin charge in e.
Positions of all 33 atoms, in Å:
Br (2.75, 1.53, 3.43)  -0.22
C (1.14, 1.33, 1.11)  -0.72
S (2.50, 1.06, -0.05)  0.66
C (3.25, -0.50, 0.46)  -0.29
C (4.38, -0.54, 1.28)  -0.10
C (4.94, -1.76, 1.64)  -0.07
C (4.38, -2.95, 1.14)  -0.09
C (3.26, -2.91, 0.30)  -0.09
C (2.69, -1.68, -0.03)  -0.08
O (1.92, 0.78, -1.34)  -0.33
O (3.39, 2.18, 0.12)  -0.32
H (1.22, 2.33, 1.55)  0.05
H (4.77, 0.40, 1.68)  0.07
H (5.81, -1.78, 2.29)  0.11
H (4.83, -3.90, 1.41)  0.10
H (2.83, -3.82, -0.12)  0.10
H (1.83, -1.63, -0.70)  0.11
O (-7.11, 0.95, -1.57)  0.02
N (-6.12, 0.41, -2.13)  -0.33
O (-6.22, -0.30, -3.16)  0.03
C (-4.83, 0.63, -1.57)  -0.18
C (-3.69, 0.04, -2.17)  0.00
C (-2.44, 0.26, -1.62)  -0.01
C (-2.28, 1.06, -0.45)  -0.24
N (-1.04, 1.36, 0.02)  0.15
C (-0.14, 0.88, 0.74)  -0.64
S (0.39, 0.08, 2.20)  0.88
C (-3.44, 1.64, 0.12)  -0.01
C (-4.70, 1.43, -0.42)  0.00
H (-3.82, -0.57, -3.06)  0.12
H (-1.54, -0.14, -2.09)  0.12
H (-3.32, 2.29, 0.98)  0.11
H (-5.59, 1.86, 0.02)  0.11

The calculated total energy comes out at -117560.951 eV. The charge is -1. The value obtained for the largest force on an atom is 0.0495 Eh/bohr. The calculation puts the HOMO-LUMO gap at 6.10 eV. As for the HOMO energy: -4.74 eV.